C6H15BCsF4NO2 | ωB97M-V with the def2-TZVPD basis set

* multiplicity: 2
* total charge: +1
* E_tot: -24140.62491 eV
* HOMO-LUMO gap (spin up / spin down): 9.102 / 3.587 eV
* HOMO energy (spin up / spin down): -12.819 / -12.818 eV

Atoms and positions in Å:
Cs 14.87789 -0.81690 22.65059
B 17.26670 -3.38433 21.79670
F 18.13696 -4.08398 22.64400
F 15.95913 -3.83091 21.94026
F 17.41978 -2.03907 22.11123
F 17.59586 -3.64503 20.52588
C 12.70114 -0.33890 30.03553
O 12.95923 -0.54917 28.65063
C 14.18080 -1.17435 28.32734
C 14.23502 -1.56335 26.80494
N 14.53468 -0.38516 25.96699
C 15.94011 -0.02142 26.10997
C 16.34860 1.31448 25.46182
O 16.20156 1.19317 24.00933
C 16.46310 2.34173 23.26820
H 11.76707 0.21934 30.09862
H 13.54227 0.20090 30.47052
H 12.48871 -1.19274 30.67890
H 14.38025 -2.03972 28.95937
H 14.98517 -0.47977 28.56950
H 13.25827 -1.99732 26.59108
H 15.01142 -2.30300 26.60948
H 13.92679 0.39228 26.18181
H 16.58138 -0.82520 25.74828
H 16.13265 0.04278 27.18091
H 17.27538 1.75218 25.83277
H 15.58645 2.01092 25.81138
H 17.51878 2.61050 23.30577
H 15.89459 3.20832 23.60573
H 16.12773 2.13112 22.25269

---

C39H40I2N7O11 | ωB97M-V with the def2-TZVPD basis set

* total charge: -1
* E_tot: -90230.68717 eV
* HOMO-LUMO gap: 3.419 eV
* HOMO energy: -3.185 eV

Atoms and positions in Å:
C -2.98814 1.18148 2.30283
C -2.02238 -0.00351 2.71203
O -2.38231 -1.19842 2.77649
N -0.59813 0.30893 3.00734
C 0.11280 -0.09944 1.73642
C 1.69259 0.16518 1.81994
C 2.18075 1.49327 1.07918
C 2.64331 2.65814 2.08307
N 1.55302 3.02219 3.03494
C 2.07471 3.83414 4.08487
I 1.73742 6.03363 4.11587
C 2.82766 3.32498 5.17989
C 3.11034 1.75388 5.31536
I 3.67421 4.55614 6.77032
H -2.95042 1.94004 3.15623
H -2.70512 1.66288 1.31318
H -4.06172 0.80426 2.21707
H -0.35448 -0.33065 3.77472
H -0.31706 0.56812 0.92214
H -0.03640 -1.20768 1.52755
H 1.95093 0.25897 2.91972
H 2.28690 -0.74632 1.43416
H 1.34455 1.92289 0.44713
H 3.09842 1.22571 0.45817
H 2.99947 3.58485 1.49444
H 3.57295 2.30351 2.66162
H 2.33207 1.25134 4.65999
H 2.94874 1.40545 6.38405
H 4.14744 1.45999 4.97132
C -5.73462 -1.59948 -2.50882
C -6.57050 -0.61391 -3.02548
C -6.44813 0.70058 -2.59162
C -5.48021 1.01801 -1.64135
C -4.64568 0.03598 -1.11450
C -4.77727 -1.27596 -1.55237
N -5.33053 2.40541 -1.19996
O -6.09201 3.23873 -1.66885
O -4.45165 2.65186 -0.39321
H -5.82999 -2.62643 -2.85485
H -7.31631 -0.87129 -3.76963
H -7.10451 1.45938 -3.00110
H -3.89367 0.27444 -0.37154
H -4.13019 -2.04745 -1.15048
C 6.16232 6.81121 0.89436
C 7.44646 6.28587 0.77659
C 7.87205 5.28704 1.64402
C 7.00036 4.81901 2.62349
C 5.71714 5.34466 2.75235
C 5.30074 6.34516 1.88233
N 7.42983 3.74993 3.52541
O 8.56776 3.31671 3.40364
O 6.62212 3.35438 4.34079
H 5.83139 7.58728 0.21137
H 8.11440 6.65394 0.00533
H 8.87328 4.88532 1.54317
H 5.03464 4.98651 3.51724
H 4.30227 6.75891 1.97229
C -2.34680 4.02453 -6.11600
C -1.07792 3.46148 -6.20873
C -0.69506 2.45879 -5.32570
C -1.59413 2.02482 -4.35602
C -2.86224 2.58841 -4.25238
C -3.23612 3.59250 -5.13745
N -1.20543 0.95190 -3.43907
O -0.08096 0.49292 -3.54451
O -2.03141 0.57706 -2.62511
H -2.64438 4.80352 -6.81058
H -0.38783 3.80286 -6.97223
H 0.29560 2.02768 -5.40714
H -3.56443 2.25767 -3.49603
H -4.22277 4.03647 -5.06713
C -5.64353 -8.86401 -1.54687
C -5.85965 -8.13092 -0.38453
C -6.19964 -6.78576 -0.46314
C -6.32475 -6.18617 -1.71313
C -6.10276 -6.91112 -2.88027
C -5.76041 -8.25517 -2.79234
N -6.70703 -4.77597 -1.80087
O -6.87493 -4.16752 -0.75984
O -6.83977 -4.28843 -2.91410
H -5.38356 -9.91560 -1.48187
H -5.76579 -8.60966 0.58366
H -6.36552 -6.22472 0.44893
H -6.19395 -6.44828 -3.85578
H -5.58801 -8.83026 -3.69508
C 5.19631 -5.89934 -0.61678
C 4.06283 -5.87644 0.18918
C 3.75748 -4.73992 0.92904
C 4.59323 -3.62998 0.85003
C 5.73278 -3.64795 0.05190
C 6.03240 -4.78952 -0.68260
N 4.26176 -2.42174 1.60830
O 3.26598 -2.44844 2.31128
O 4.99741 -1.45778 1.48970
H 5.42878 -6.78634 -1.19746
H 3.41493 -6.74452 0.23829
H 2.87188 -4.73336 1.55337
H 6.38949 -2.78818 -0.00955
H 6.91632 -4.81328 -1.31006

---

C2H12N2O4 | ωB97M-V with the def2-TZVPD basis set

* multiplicity: 2
* total charge: -1
* E_tot: -13438.43351 eV
* HOMO-LUMO gap (spin up / spin down): 2.839 / 9.323 eV
* HOMO energy (spin up / spin down): 0.658 / -5.975 eV

Atoms and positions in Å:
N -0.36964 1.11106 0.00965
C 0.57874 -0.01527 -0.04710
C 0.09080 -1.17730 0.75447
N -0.58336 -0.92026 1.88549
O 0.28559 -2.33678 0.38112
H 0.11938 2.01281 -0.02240
H -0.96375 1.12143 -0.81701
H 0.81013 -0.35162 -1.05492
H 1.53118 0.44774 0.22445
H -0.73711 0.01870 2.22241
H -0.86744 -1.68275 2.47402
H 1.72459 -2.91649 -1.24760
H 2.74915 -2.53417 -0.21445
O 2.58166 -2.49031 -1.16339
H -2.78100 -0.77513 -2.01975
H -3.11384 0.50381 -2.65413
O -2.72024 -0.34983 -2.88666
H 0.23291 3.06311 1.98942
H 0.51698 4.02124 0.87495
O 0.91527 3.25002 1.31144

---

CH10N2O4 | ωB97M-V with the def2-TZVPD basis set

* SMILES: NC(N)=O.O.O.O
* E_tot: -12370.53945 eV
* HOMO-LUMO gap: 10.486 eV
* HOMO energy: -10.189 eV

Atoms and positions in Å:
N 1.32750 -0.32459 -0.81021
C 1.09009 0.75115 -1.69068
N 0.45681 1.81113 -1.11463
O 1.34776 0.67891 -2.86926
H 1.45616 -0.03072 0.14940
H 2.13983 -0.85254 -1.10772
H -0.02537 2.47171 -1.70059
H 0.14225 1.85388 -0.15412
O -0.83584 -0.82894 1.81930
H -0.74461 -1.28306 2.67094
H -0.03371 -1.21859 1.43200
O -1.69272 1.82296 0.99663
H -1.72349 0.87031 0.85059
H -1.42092 1.99245 1.90082
O -0.28624 -2.83296 0.10099
H -1.22949 -2.63964 0.12706
H 0.03200 -2.24145 -0.60051

---

C4H15N2O | ωB97M-V with the def2-TZVPD basis set

* total charge: +1
* E_tot: -9411.89037 eV
* HOMO-LUMO gap: 10.109 eV
* HOMO energy: -12.990 eV

Atoms and positions in Å:
C -0.51117 1.17510 -0.80443
N -0.23562 1.34301 0.61573
C 0.47844 2.60105 0.96550
C -0.28094 -0.36800 -1.27215
N 0.54564 -0.98934 -0.23504
C 1.54790 -1.96852 -0.82858
H -1.55238 1.39551 -1.05050
H 0.12819 1.80641 -1.41189
H -1.07202 1.24673 1.17711
H -0.02252 3.48582 1.41410
H 1.22737 2.20866 1.66053
H 0.88593 3.04376 0.05012
H -1.28683 -0.78025 -1.27753
H 0.22370 -0.24591 -2.21840
H -0.06689 -1.47218 0.43634
H 1.12033 -0.34448 0.31812
H 1.23519 -3.00265 -0.77034
H 1.63905 -1.70122 -1.87964
H 2.51053 -1.87778 -0.33700
H -2.19577 -2.59327 1.50584
H -2.47769 -1.24763 2.24123
O -1.84044 -1.71482 1.70090

---

C8H14N2O3S | ωB97M-V with the def2-TZVPD basis set

* multiplicity: 3
* E_tot: -28475.14448 eV
* HOMO-LUMO gap (spin up / spin down): 4.790 / 5.182 eV
* HOMO energy (spin up / spin down): -4.290 / -8.544 eV

Atoms and positions in Å:
C -0.38768 0.50349 -1.93768
C 0.62051 0.99652 -2.76105
C 1.47995 -0.03365 -0.98364
C -2.87926 0.54764 3.24699
C 3.12433 0.74304 -2.73643
C -2.12359 -0.34391 2.24187
C -1.41660 0.37295 1.11683
C -0.50741 -0.63118 0.31166
N 0.17277 -0.08676 -0.79550
N 1.78600 0.69939 -2.10275
O 2.40989 -0.41074 -0.14813
O 1.95490 -2.44193 1.40064
O 1.15863 -2.40472 -0.92922
S 2.33801 -2.34373 0.00105
H -1.39219 0.89680 -1.97100
H 0.50891 1.50513 -3.66742
H -2.30620 0.90949 4.05006
H -3.32337 1.39766 2.82963
H -3.72933 0.00088 3.74275
H 3.31864 1.82576 -3.03734
H 3.81843 0.63911 -1.95221
H 3.18421 0.12861 -3.59126
H -2.79728 -1.14969 1.80321
H -1.31211 -0.92000 2.93063
H -2.02836 0.85454 0.37956
H -0.74474 1.20722 1.49010
H -1.18174 -1.46686 0.03691
H 0.25468 -0.99508 1.03172

---

C2H3N3O | ωB97M-V with the def2-TZVPD basis set

* E_tot: -8637.86531 eV
* HOMO-LUMO gap: 10.513 eV
* HOMO energy: -9.717 eV

Atoms and positions in Å:
C 0.68066 -0.07716 -0.07466
C -0.26341 1.00889 -0.01764
H 2.54423 -0.68561 0.47524
H -0.14915 2.19850 -0.23192
H -2.12331 -1.31816 -0.15836
N -1.40200 0.61717 0.02921
N -1.34668 -0.63384 0.10785
N -0.00686 -1.18281 -0.12935
O 2.06652 0.07302 -0.00036

---

C3H10N2O | ωB97M-V with the def2-TZVPD basis set

* SMILES: CC=O.NCN
* E_tot: -8299.52464 eV
* HOMO-LUMO gap: 9.571 eV
* HOMO energy: -8.838 eV

Atoms and positions in Å:
C 4.36436 1.02279 -1.56663
C 3.70691 -0.05359 -0.70612
O 3.85475 -1.22746 -0.84271
H 4.44170 0.56835 -2.54672
H 3.75767 1.93221 -1.55881
H 5.24645 1.33395 -1.01162
H 3.08927 0.36969 0.11825
N -3.17298 -1.64451 0.93787
C -3.69598 -0.35969 1.24529
N -2.89589 0.82323 0.58289
H -3.20597 -1.92312 -0.02163
H -2.41347 -1.85737 1.55394
H -3.45119 -0.08401 2.26717
H -4.73803 -0.13681 1.03485
H -2.95320 0.49734 -0.37531
H -1.93440 0.73898 0.88929

---

C3H5N4 | ωB97M-V with the def2-TZVPD basis set

* SMILES: C/[NH+]=N\N=c1\cn1
* total charge: +1
* E_tot: -9138.97901 eV
* HOMO-LUMO gap: 9.643 eV
* HOMO energy: -15.430 eV

Atoms and positions in Å:
C -0.61267 1.08900 -0.55113
N -0.74350 0.25630 0.56224
N -0.11014 -0.87355 0.50171
N 0.51403 -1.26093 -0.63187
C 1.25123 -2.20294 -0.09597
C 1.70594 -3.28899 0.57614
N 1.34919 -2.30705 1.34403
H 0.41002 0.90822 -1.08488
H -1.43460 0.78955 -1.19704
H -0.72343 2.08092 -0.26656
H -1.43047 0.52490 1.24937
H 2.30626 -4.23848 0.48609

---

C16H45N4O6V | ωB97M-V with the def2-TZVPD basis set

* multiplicity: 3
* total charge: +2
* E_tot: -61234.20039 eV
* HOMO-LUMO gap (spin up / spin down): 6.573 / 3.496 eV
* HOMO energy (spin up / spin down): -13.907 / -13.907 eV

Atoms and positions in Å:
O 0.58769 -2.47497 2.50132
V -0.15857 -1.12168 2.10572
O -0.35052 -1.08507 0.05964
H -0.52444 -1.90610 -0.44055
C 1.13927 -0.98848 -3.15064
C -0.40762 -1.09510 -3.51153
C -0.72329 -2.55492 -3.48788
O -0.24009 -3.31434 -4.56301
C -0.55423 -2.84831 -5.87426
N -0.97420 -0.41197 -2.43489
H 1.41145 -1.22853 -2.12284
H 1.28892 0.05359 -3.43310
H 1.76113 -1.53551 -3.85927
H -0.59006 -0.56580 -4.44676
H -1.78660 -2.72140 -3.66037
H -0.42826 -3.10446 -2.59397
H -0.58618 -3.66163 -6.59924
H 0.26385 -2.23432 -6.25093
H -1.51881 -2.35237 -5.98255
H -0.77933 -0.77669 -1.51342
H -1.98281 -0.44683 -2.39476
C -3.94188 -3.46302 2.25335
C -3.12277 -2.17692 1.82181
C -4.19829 -1.04232 1.63091
O -4.80141 -0.80888 2.93049
C -5.24206 0.56332 3.07160
N -2.21509 -1.84491 2.86412
H -4.59234 -3.84060 1.46441
H -4.43822 -3.50689 3.22280
H -3.23401 -4.29165 2.27316
H -2.61614 -2.34372 0.87124
H -5.00496 -1.35605 0.96838
H -3.76621 -0.15251 1.17305
H -5.56021 0.85209 4.07334
H -5.98910 0.71962 2.29339
H -4.47304 1.29125 2.81306
H -2.86555 -1.24221 3.34758
H -2.01246 -2.56405 3.54375
C 2.30935 2.75896 -3.10391
C 2.04298 2.90527 -1.62309
C 0.97926 4.02353 -1.35991
O 1.41938 5.29249 -1.80360
C 0.35611 6.23606 -1.67006
N 1.76564 1.66388 -0.79295
H 2.50830 3.72550 -3.56686
H 1.53149 2.14946 -3.56385
H 3.28024 2.27065 -3.18779
H 3.04363 3.15518 -1.27047
H 0.76522 4.05896 -0.29172
H 0.03941 3.72164 -1.82213
H -0.67066 5.95485 -1.90408
H 0.64400 7.09663 -2.27392
H 0.39576 6.61547 -0.64899
H 2.55114 1.12619 -1.13055
H 0.90422 1.29561 -1.17035
C 2.35039 1.76243 2.85442
C 3.01176 0.55581 2.18488
C 3.55397 -0.48726 3.21442
O 2.57035 -1.14193 3.98745
C 3.27551 -2.10658 4.76676
N 1.92977 -0.03305 1.44794
H 3.07958 2.30869 3.45275
H 1.48581 1.55786 3.48588
H 1.97297 2.53067 2.17954
H 3.79293 0.90685 1.51059
H 4.22132 0.06149 3.87897
H 3.98522 -1.30031 2.63042
H 3.40038 -3.03994 4.21784
H 2.65732 -2.42837 5.60487
H 4.18000 -1.68895 5.20900
H 1.48493 0.65025 0.85185
H 2.40873 -0.57567 0.74348

---

C4H7N3O | ωB97M-V with the def2-TZVPD basis set

* SMILES: NC1(CO)C=NN=C1
* E_tot: -10773.57980 eV
* HOMO-LUMO gap: 9.873 eV
* HOMO energy: -9.837 eV

Atoms and positions in Å:
N 0.91509 1.55917 -0.59927
C 0.04650 0.41860 -0.02303
C 1.27337 -0.34696 0.92407
O 2.28827 -0.76536 -0.00803
C -1.22159 0.82254 0.55606
N -2.30399 0.22055 0.26046
N -1.80295 -1.17769 -0.39808
C -0.47479 -0.98936 -0.60003
H 1.54769 1.27694 -1.37532
H 0.08194 1.98792 -1.22718
H 1.20546 -1.33336 1.32642
H 1.70798 0.40284 1.58261
H 2.51504 0.14290 -0.48958
H -1.33525 1.63450 1.31916
H 0.57305 -1.63204 -1.05599

---

C3H6N | ωB97M-V with the def2-TZVPD basis set

* SMILES: C1[C@H]2C[N@@H+]12
* total charge: +1
* E_tot: -4688.15779 eV
* HOMO-LUMO gap: 14.056 eV
* HOMO energy: -17.358 eV

Atoms and positions in Å:
C 1.16313 -0.07561 -0.26006
C -0.07803 -0.68420 0.39256
C -1.17421 0.00266 -0.27627
N 0.07677 0.73969 0.30693
H 2.06203 -0.12782 0.30060
H 1.28554 -0.12296 -1.29365
H -0.12925 -1.50554 1.04412
H -1.23415 0.17533 -1.36405
H -2.17380 0.05466 0.31813
H 0.20199 1.54380 0.83170